1.
{"formula": "CH3N5", "method": "ωB97M-V/def2-TZVPD", "e_lumo_ev": 1.1423, "smiles": "Nc1nn[nH]n1", "total_energy_ev": -8534.843, "largest_force_ev_per_a": 3.16, "e_homo_ev": -9.191, "charge": 0, "homo_lumo_gap_ev": 10.33, "species": ["C", "H", "H", "H", "N", "N", "N", "N", "N"], "positions_angstrom": [[0.4271, -0.1603, 0.4414], [1.7466, -1.5590, 1.2120], [1.8728, 0.0306, 1.8674], [-1.6546, 1.6847, -0.8459], [1.4404, -0.6097, 1.2719], [-0.1793, -1.0005, -0.4467], [-0.9445, -0.2678, -1.1701], [-0.9162, 0.9220, -0.6984], [-0.0472, 1.0711, 0.3459]]}



2.
{"formula": "CH3N5", "method": "ωB97M-V/def2-TZVPD", "e_lumo_ev": 0.5918, "smiles": "Nc1nnn[nH]1", "total_energy_ev": -8534.843, "largest_force_ev_per_a": 2.19, "e_homo_ev": -9.875, "charge": 0, "homo_lumo_gap_ev": 10.47, "species": ["C", "H", "H", "H", "N", "N", "N", "N", "N"], "positions_angstrom": [[-0.1667, -0.1845, -0.0674], [-1.9427, 0.4697, 0.6774], [-1.9520, -1.0928, -0.1622], [0.5596, 1.8499, -0.1454], [-1.5567, -0.1054, -0.0880], [0.5379, -1.2750, -0.0815], [1.8360, -0.8984, -0.0087], [1.9649, 0.3714, 0.0128], [0.7197, 0.8650, -0.1370]]}



3.
{"formula": "CH3N5O2", "method": "ωB97M-V/def2-TZVPD", "e_lumo_ev": -0.7753, "smiles": "N/N=c1\\nnon1O", "total_energy_ev": -12624.777, "largest_force_ev_per_a": 3.77, "e_homo_ev": -9.566, "charge": 0, "homo_lumo_gap_ev": 8.79, "species": ["C", "H", "H", "H", "N", "N", "N", "N", "N", "O", "O"], "positions_angstrom": [[0.0700, -0.0960, -0.2219], [3.0024, 0.5499, 0.3398], [2.2746, -0.9189, 0.4927], [-2.4531, 1.6982, 0.1328], [2.4232, -0.1259, -0.1161], [1.1579, 0.4788, -0.4031], [-0.2333, -1.3636, 0.2614], [-1.4334, -1.6843, 0.0960], [-1.2087, 0.5282, -0.5713], [-2.0483, -0.5575, -0.4680], [-1.5514, 1.4911, 0.4577]]}



4.
{"formula": "CH3N5O2", "method": "ωB97M-V/def2-TZVPD", "e_lumo_ev": -2.6272, "total_energy_ev": -12618.791, "largest_force_ev_per_a": 6.58, "e_homo_ev": -8.591, "charge": 0, "homo_lumo_gap_ev": 5.96, "species": ["C", "H", "H", "H", "N", "N", "N", "N", "N", "O", "O"], "positions_angstrom": [[0.0624, -0.0345, -0.6296], [2.2350, 1.3698, 1.0175], [-1.0741, 1.5463, -1.5519], [0.7496, -1.4997, 1.8096], [1.0766, 0.5030, -1.1764], [-1.0452, 0.5715, -1.0973], [-2.1355, 0.1905, -0.3870], [-1.7135, -0.7990, 0.3583], [-0.3468, -0.8032, 0.3249], [2.0288, -0.2831, -0.3460], [0.1627, -0.7617, 1.6779]]}



5.
{"formula": "CH3N5O2", "method": "ωB97M-V/def2-TZVPD", "e_lumo_ev": 0.2327, "smiles": "O/N=c1/[nH]nnn1O", "total_energy_ev": -12625.650, "largest_force_ev_per_a": 1.47, "e_homo_ev": -8.711, "charge": 0, "homo_lumo_gap_ev": 8.94, "species": ["C", "H", "H", "H", "N", "N", "N", "N", "N", "O", "O"], "positions_angstrom": [[-0.0823, -0.5886, -0.1407], [-2.0625, 0.6476, -0.2113], [1.2427, -2.1960, 0.2461], [-0.3421, 1.8998, 0.9196], [-1.2415, -1.1145, 0.0003], [1.1204, -1.2649, -0.1626], [2.1326, -0.3729, 0.0154], [1.6883, 0.8025, -0.1045], [0.3622, 0.7205, -0.3992], [-2.3506, -0.2913, -0.1182], [-0.4672, 1.7578, -0.0451]]}



6.
{"formula": "CH3N5S", "method": "ωB97M-V/def2-TZVPD", "e_lumo_ev": -0.4857, "smiles": "S/N=c1\\nn[nH][nH]1", "total_energy_ev": -19365.972, "largest_force_ev_per_a": 5.99, "e_homo_ev": -8.226, "charge": 0, "homo_lumo_gap_ev": 7.74, "species": ["C", "H", "H", "H", "N", "N", "N", "N", "N", "S"], "positions_angstrom": [[0.0179, 0.3042, 0.0562], [-1.9490, 3.4691, 0.4806], [0.7884, -2.5983, -0.5159], [0.2106, -0.6169, -2.0152], [-0.9175, 1.1282, -0.0238], [0.6276, -0.2666, 1.1873], [1.4389, -1.2577, 0.8909], [1.2546, -1.5086, -0.3982], [0.1305, -0.7299, -0.8877], [-1.6021, 2.0766, 1.2257]]}



7.
{"formula": "CH3NO", "method": "ωB97M-V/def2-TZVPD", "e_lumo_ev": 0.8597, "smiles": "NC=O", "total_energy_ev": -4622.235, "largest_force_ev_per_a": 7.99, "e_homo_ev": -9.966, "charge": 0, "homo_lumo_gap_ev": 10.83, "species": ["C", "N", "O", "H", "H", "H"], "positions_angstrom": [[0.2705, 0.3597, 0.4361], [-0.0316, -0.5567, -0.5143], [0.3429, 1.7096, 0.2186], [0.2237, -0.0188, 1.5374], [-0.4245, -1.4517, -0.4353], [-0.3809, -0.0422, -1.2425]]}



8.
{"formula": "CH3NO2", "method": "ωB97M-V/def2-TZVPD", "e_lumo_ev": [-0.6396, -0.5235], "total_energy_ev": -6663.978, "largest_force_ev_per_a": 3.66, "e_homo_ev": [-9.896, -10.622], "charge": 0, "homo_lumo_gap_ev": [9.26, 10.10], "species": ["C", "N", "O", "O", "H", "H", "H"], "positions_angstrom": [[-0.1902, 0.2185, 0.0156], [-1.4452, -0.3668, 0.0766], [-3.6246, -0.0470, -0.0685], [-2.4811, 0.4643, -0.0325], [-0.2284, 1.2733, -0.0682], [0.2561, -0.2330, 0.9275], [0.5584, -0.2962, -0.7422]]}



Repeat the fourth record exactly.
{"formula": "CH3N5O2", "method": "ωB97M-V/def2-TZVPD", "e_lumo_ev": -2.6272, "total_energy_ev": -12618.791, "largest_force_ev_per_a": 6.58, "e_homo_ev": -8.591, "charge": 0, "homo_lumo_gap_ev": 5.96, "species": ["C", "H", "H", "H", "N", "N", "N", "N", "N", "O", "O"], "positions_angstrom": [[0.0624, -0.0345, -0.6296], [2.2350, 1.3698, 1.0175], [-1.0741, 1.5463, -1.5519], [0.7496, -1.4997, 1.8096], [1.0766, 0.5030, -1.1764], [-1.0452, 0.5715, -1.0973], [-2.1355, 0.1905, -0.3870], [-1.7135, -0.7990, 0.3583], [-0.3468, -0.8032, 0.3249], [2.0288, -0.2831, -0.3460], [0.1627, -0.7617, 1.6779]]}